Entry 1:
Formula: C4H7NO2
Source: the Open Molecules 2025 dataset
Level of theory: ωB97M-V/def2-TZVPD

Bonds (Å) are listed after each position.
Cartesian coordinates (Å):
1 C -1.2365 -0.0791 -0.4420  C2 1.547, H8 1.089, H9 1.091, H10 1.105
2 C -0.5469 0.6098 0.7596  C1 1.547, N3 1.260, O4 1.371
3 N -0.8493 1.7232 1.2658  C2 1.260, H11 1.016
4 O 0.4018 -0.1277 1.4188  C2 1.371, C5 1.407
5 C 1.1714 -0.8945 0.5240  O4 1.407, C6 1.527, H12 1.094, H13 1.101
6 C 1.3233 -0.1313 -0.7896  C5 1.527, O7 1.205, H14 1.105
7 O 1.3789 1.0724 -0.8194  C6 1.205
8 H -2.0355 -0.6717 0.0004  C1 1.089
9 H -1.6216 0.6877 -1.1160  C1 1.091
10 H -0.7200 -0.7908 -1.1110  C1 1.105
11 H -1.5230 2.2263 0.6949  N3 1.016
12 H 2.1818 -0.9913 0.9323  C5 1.094
13 H 0.7431 -1.9016 0.4003  C5 1.101
14 H 1.3324 -0.7312 -1.7180  C6 1.105

Computed properties:
Orbital gap in eV: 10.603
E_tot in hartree: -361.79236
F_max in eV/Å: 0.80

Entry 2:
Formula: C4H7NO2
Source: the Open Molecules 2025 dataset
Level of theory: ωB97M-V/def2-TZVPD

Bonds (Å) are listed after each position.
Cartesian coordinates (Å):
1 O -1.3746 -0.3527 1.2747  C2 1.485, H8 0.974
2 C -0.9789 0.1067 -0.0809  O1 1.485, C3 1.522, C7 1.521, H9 1.095
3 C -0.1061 1.3117 0.2405  C2 1.522, O4 1.438, H10 1.098, H11 1.126
4 O 1.2970 1.1655 -0.0359  C3 1.438, C5 1.350
5 C 1.7726 -0.0974 -0.0776  O4 1.350, N6 1.266, H12 1.091
6 N 1.1436 -1.1585 -0.3633  C5 1.266, C7 1.461
7 C -0.2352 -0.9971 -0.8173  C2 1.521, N6 1.461, H13 1.099, H14 1.092
8 H -0.6695 -0.9113 1.6483  O1 0.974
9 H -1.9264 0.3883 -0.5514  C2 1.095
10 H -0.3873 2.2905 -0.1702  C3 1.098
11 H -0.3713 1.1473 1.3221  C3 1.126
12 H 2.8368 -0.1305 0.1621  C5 1.091
13 H -0.2212 -0.8338 -1.9043  C7 1.099
14 H -0.7796 -1.9287 -0.6467  C7 1.092

Computed properties:
Orbital gap in eV: 10.687
E_tot in hartree: -361.79754
F_max in eV/Å: 2.47

Entry 3:
Formula: C4H7NO2
Source: the Open Molecules 2025 dataset
Level of theory: ωB97M-V/def2-TZVPD

Bonds (Å) are listed after each position.
Cartesian coordinates (Å):
1 C 2.4157 0.0169 0.0719  N2 1.454, H8 1.094, H9 1.090, H10 1.098
2 N 1.1747 0.5937 -0.4207  C1 1.454, C3 1.330, C4 1.522
3 C 0.0557 -0.1245 -0.4505  N2 1.330, C4 1.463, O7 1.210
4 C -0.1019 1.2040 0.1412  N2 1.522, C3 1.463, H11 1.088, H12 1.092
5 O -2.6989 0.3383 0.3300  C6 1.209
6 C -2.6575 -0.8238 -0.0025  O5 1.209, H13 1.104, H14 1.105
7 O -0.3236 -1.2633 -0.6003  C3 1.210
8 H 2.7726 -0.6207 -0.7427  C1 1.094
9 H 3.1733 0.7722 0.2806  C1 1.090
10 H 2.2602 -0.6215 0.9513  C1 1.098
11 H -0.4611 2.0483 -0.4431  C4 1.088
12 H -0.3188 1.2637 1.2098  C4 1.092
13 H -2.8088 -1.1448 -1.0480  C6 1.104
14 H -2.4817 -1.6384 0.7229  C6 1.105

Computed properties:
Orbital gap in eV: 10.577
E_tot in hartree: -361.75344
F_max in eV/Å: 0.52

Entry 4:
Formula: C4H7NO2
Source: the Open Molecules 2025 dataset
Level of theory: ωB97M-V/def2-TZVPD

Bonds (Å) are listed after each position.
Cartesian coordinates (Å):
1 C 0.2646 -1.4409 0.5895  C2 1.838, N5 1.267, H8 1.040
2 C -0.1105 0.1633 -0.2249  C1 1.838, C3 1.476, C4 1.494, O7 1.531
3 C -0.0522 1.2441 0.7789  C2 1.476, H9 1.095, H10 1.037, H11 1.075
4 C -1.2029 0.1599 -1.2442  C2 1.494, H12 1.172, H13 1.105, H14 1.086
5 N 1.4258 -1.2250 0.1298  C1 1.267, O6 1.234, O7 1.407
6 O 2.5404 -1.7437 0.2385  N5 1.234
7 O 1.2757 -0.1661 -0.7849  C2 1.531, N5 1.407
8 H 0.2087 -2.0752 1.4122  C1 1.040
9 H -0.2230 2.2853 0.4848  C3 1.095
10 H 0.9146 1.2066 1.1525  C3 1.037
11 H -0.6987 1.0154 1.6063  C3 1.075
12 H -2.0242 0.4535 -0.4616  C4 1.172
13 H -1.3136 -0.8317 -1.7187  C4 1.105
14 H -1.0048 0.9544 -1.9581  C4 1.086

Computed properties:
Orbital gap in eV: 9.880
E_tot in hartree: -361.64662
F_max in eV/Å: 4.73

Highest occupied orbital energy (eV)
-9.87; -9.83; -9.70; -9.18
Lowest unoccupied orbital energy (eV)
0.73; 0.86; 0.87; 0.70
Energy relative to the best compared isomer or geometry (same formula, charge and spin) (eV)
2.408; 2.267; 3.467; 6.374